Entry 1:
{"formula": "C6H17NO", "method": "the ωB97M-V functional and the def2-TZVPD basis", "gap_ev": [10.47, 4.81], "relative_energy_kcal_mol": 54.2, "charge": 1, "e_homo_ev": [-13.372, -13.372], "mol_weight_g_mol": 119.21, "spin_multiplicity": 2, "symbols": ["C", "C", "C", "C", "C", "C", "N", "H", "H", "H", "H", "H", "H", "H", "H", "H", "H", "H", "H", "H", "H", "H", "H", "H", "O"], "coordinates": [[2.74, 0.73, 0.71], [2.02, 0.47, -0.60], [0.50, 0.91, -0.51], [-0.32, 0.54, -1.81], [-1.82, 0.74, -1.63], [-2.40, 0.13, -0.21], [2.76, 0.79, -1.79], [3.60, 0.05, 0.78], [2.04, 0.70, 1.61], [2.94, 1.88, 0.80], [1.92, -0.66, -0.71], [0.52, 1.99, -0.21], [-0.07, 0.28, 0.31], [-0.05, -0.50, -2.08], [-0.08, 1.06, -2.90], [-2.28, 0.15, -2.45], [-2.20, 1.80, -1.81], [-1.87, -0.71, 0.29], [-2.35, 0.86, 0.56], [-3.35, -0.34, -0.47], [2.17, 1.04, -2.53], [3.42, 1.46, -1.64], [-3.50, -3.16, 5.03], [-2.76, -4.44, 4.92], [-2.73, -3.52, 4.68]], "mulliken_charge": [-1.265, 0.182, -0.376, -0.712, -0.562, -1.265, -0.055, 0.369, 0.367, 0.398, 0.273, 0.363, 0.241, 0.374, 0.268, 0.367, 0.330, 0.371, 0.398, 0.333, 0.281, 0.321, 0.315, 0.323, -0.638]}

Entry 2:
{"formula": "C6H14FI2N4O2Re", "method": "the ωB97M-V functional and the def2-TZVPD basis", "gap_ev": [5.74, 5.65], "charge": 3, "e_homo_ev": [-19.326, -19.344], "mol_weight_g_mol": 633.22, "spin_multiplicity": 4, "symbols": ["Re", "N", "C", "C", "C", "C", "N", "C", "N", "N", "C", "O", "O", "H", "H", "H", "H", "H", "H", "H", "H", "H", "H", "H", "H", "H", "H", "I", "I", "F"], "coordinates": [[0.53, -0.21, -0.16], [-1.40, 0.35, -1.22], [-2.19, -0.84, -1.65], [-3.70, -0.74, -1.42], [-4.34, -0.35, -0.06], [-4.70, -1.48, 0.93], [-3.63, -1.93, 1.83], [-3.12, -1.23, 2.82], [-3.67, -0.09, 3.22], [-1.96, -1.64, 3.39], [-1.54, -2.10, -0.99], [-2.08, -3.14, -0.87], [-0.29, -1.78, -0.63], [-1.96, 0.95, -0.61], [-1.17, 0.94, -2.03], [-2.03, -1.01, -2.72], [-4.14, -1.67, -1.78], [-4.04, 0.02, -2.13], [-5.30, 0.09, -0.32], [-3.76, 0.43, 0.46], [-5.05, -2.35, 0.38], [-5.54, -1.14, 1.54], [-3.27, -2.86, 1.67], [-4.59, 0.18, 2.89], [-3.35, 0.40, 4.04], [-1.68, -2.61, 3.27], [-1.72, -1.27, 4.31], [2.90, -1.23, 0.89], [5.26, -0.55, -0.17], [1.00, 1.53, -0.08]], "mulliken_charge": [1.151, -0.618, 0.263, -1.005, -0.287, -1.251, -0.114, 0.621, -0.301, -0.439, 0.366, -0.409, -0.323, 0.332, 0.406, 0.390, 0.477, 0.402, 0.322, 0.374, 0.492, 0.457, 0.274, 0.223, 0.247, 0.262, 0.264, 0.425, 0.340, -0.342]}

Entry 3:
{"formula": "C34H37As2Cl3N6O4S2Sn", "method": "the ωB97M-V functional and the def2-TZVPD basis", "gap_ev": 6.43, "relative_energy_kcal_mol": 20.1, "charge": -2, "e_homo_ev": -2.403, "mol_weight_g_mol": 1032.76, "symbols": ["Sn", "C", "As", "C", "C", "C", "C", "C", "C", "C", "As", "C", "C", "H", "H", "H", "H", "H", "H", "H", "H", "H", "H", "H", "H", "H", "H", "H", "H", "Cl", "C", "C", "C", "Cl", "C", "C", "C", "C", "N", "C", "C", "O", "H", "H", "H", "H", "C", "C", "N", "C", "N", "C", "C", "C", "N", "C", "H", "H", "H", "H", "H", "H", "H", "H", "H", "H", "H", "H", "H", "S", "C", "N", "O", "C", "N", "S", "O", "O", "C", "C", "C", "C", "C", "C", "H", "H", "H", "H", "Cl"], "coordinates": [[0.30, -1.57, -0.06], [5.48, 1.18, 1.02], [3.55, 0.86, 0.77], [3.70, 0.09, -1.02], [3.16, 2.74, 0.23], [3.87, 3.32, -0.81], [3.63, 4.62, -1.23], [2.64, 5.37, -0.59], [1.91, 4.79, 0.43], [2.16, 3.49, 0.86], [1.07, 2.72, 2.31], [1.15, 4.27, 3.51], [-0.71, 3.11, 1.57], [5.92, 1.67, 0.16], [5.97, 0.22, 1.18], [5.63, 1.81, 1.91], [4.54, 0.50, -1.58], [2.77, 0.29, -1.56], [3.82, -0.99, -0.90], [4.63, 2.74, -1.33], [4.19, 5.04, -2.05], [2.41, 6.37, -0.93], [1.12, 5.37, 0.89], [0.77, 5.18, 3.04], [2.18, 4.43, 3.83], [0.54, 4.06, 4.40], [-0.71, 4.04, 1.00], [-1.42, 3.18, 2.39], [-1.00, 2.29, 0.90], [4.49, -4.33, 1.30], [3.22, -3.84, 2.40], [3.10, -4.50, 3.63], [2.16, -4.13, 4.55], [2.05, -5.00, 6.08], [1.25, -3.08, 4.25], [0.25, -2.61, 5.13], [-0.57, -1.59, 4.74], [-0.42, -1.04, 3.45], [0.50, -1.46, 2.62], [1.35, -2.45, 2.99], [2.36, -2.81, 2.00], [2.42, -2.18, 0.91], [3.78, -5.31, 3.86], [0.14, -3.07, 6.10], [-1.35, -1.22, 5.39], [-1.07, -0.24, 3.10], [-4.32, 2.15, -1.07], [-3.04, 1.62, -1.69], [-2.34, 0.85, -0.68], [-2.95, -0.03, 0.16], [-2.24, -0.91, 0.77], [-2.86, -1.85, 1.69], [-4.15, -1.31, 2.30], [-5.02, -0.81, 1.16], [-4.31, 0.19, 0.39], [-5.11, 0.97, -0.54], [-4.91, 2.70, -1.80], [-4.06, 2.82, -0.24], [-2.38, 2.42, -2.02], [-3.27, 1.00, -2.57], [-1.36, 0.65, -0.88], [-2.15, -2.10, 2.47], [-3.08, -2.78, 1.17], [-3.93, -0.47, 2.98], [-4.67, -2.09, 2.86], [-5.94, -0.35, 1.53], [-5.32, -1.67, 0.53], [-5.99, 1.31, 0.00], [-5.45, 0.35, -1.38], [0.18, 3.66, -2.91], [0.37, 2.33, -1.92], [0.48, 1.40, -1.22], [1.13, -2.30, -2.30], [0.10, -2.17, -2.98], [-1.09, -1.79, -2.48], [-2.26, -1.82, -3.59], [-3.21, -2.87, -3.32], [-2.80, -0.51, -3.85], [-1.22, -2.30, -4.95], [-1.50, -2.44, -6.30], [-0.45, -2.77, -7.14], [0.84, -2.95, -6.64], [1.11, -2.80, -5.29], [0.06, -2.46, -4.46], [-2.51, -2.30, -6.67], [-0.63, -2.87, -8.21], [1.64, -3.21, -7.33], [2.10, -2.93, -4.88], [-0.44, -3.91, 0.41]], "mulliken_charge": [1.127, -1.362, 0.694, -1.147, 0.095, -0.272, -0.786, -0.819, -0.191, 0.131, 0.621, -1.342, -0.529, 0.398, 0.372, 0.371, 0.528, 0.219, 0.378, 0.150, 0.328, 0.321, 0.143, 0.344, 0.358, 0.410, 0.514, 0.513, -0.420, -0.286, 0.615, -0.574, 0.688, -0.328, -0.028, -0.929, -0.835, -0.800, 0.610, 0.335, -0.690, -0.595, 0.419, 0.356, 0.439, 0.646, -0.681, -0.022, 0.924, -0.450, 0.683, -0.822, -0.702, -0.752, 0.343, -0.708, 0.404, 0.242, 0.061, 0.122, -0.884, 0.186, 0.335, 0.258, 0.418, 0.436, 0.289, 0.380, 0.281, -0.509, -0.045, -0.541, -0.779, 1.135, -0.246, 1.071, -0.729, -0.784, 0.135, -0.561, -0.456, -0.486, -0.565, -0.226, 0.423, 0.360, 0.369, 0.499, -0.597]}

Entry 4:
{"formula": "C33H32BBr2F3O2S", "method": "the ωB97M-V functional and the def2-TZVPD basis", "gap_ev": 2.73, "relative_energy_kcal_mol": 12.8, "e_homo_ev": -6.406, "mol_weight_g_mol": 720.30, "symbols": ["Br", "C", "C", "C", "C", "C", "C", "C", "C", "C", "C", "C", "Br", "C", "C", "C", "C", "H", "H", "H", "H", "H", "H", "H", "H", "H", "H", "H", "C", "C", "C", "C", "C", "B", "C", "C", "C", "C", "C", "F", "F", "F", "C", "C", "O", "C", "C", "C", "C", "C", "C", "O", "S", "H", "H", "H", "H", "H", "H", "H", "H", "H", "H", "H", "H", "H", "H", "H", "H", "H", "H", "H", "H", "H"], "coordinates": [[5.44, 2.71, -4.40], [3.83, 2.00, -3.71], [2.83, 2.86, -3.24], [1.62, 2.33, -2.81], [1.37, 0.94, -2.87], [0.09, 0.39, -2.53], [-0.40, -0.76, -3.20], [-1.73, -1.13, -3.38], [-2.18, -2.48, -3.60], [-3.57, -2.78, -3.50], [-4.05, -4.08, -3.65], [-3.14, -5.12, -3.92], [-3.81, -6.88, -4.20], [-1.77, -4.86, -4.03], [-1.29, -3.56, -3.85], [2.41, 0.09, -3.32], [3.62, 0.61, -3.76], [3.00, 3.93, -3.22], [0.82, 2.99, -2.46], [-0.57, 1.05, -1.94], [0.35, -1.42, -3.65], [-2.51, -0.36, -3.33], [-4.27, -1.96, -3.34], [-5.11, -4.29, -3.55], [-1.08, -5.68, -4.23], [-0.22, -3.37, -3.95], [2.26, -0.99, -3.33], [4.39, -0.04, -4.14], [-0.19, 2.02, 7.24], [0.02, 1.34, 5.95], [0.35, 0.01, 5.78], [0.48, -0.36, 4.39], [0.21, 0.69, 3.54], [-0.04, 0.60, 1.91], [1.44, 0.95, 1.29], [2.48, 0.04, 1.41], [3.76, 0.36, 0.93], [3.97, 1.60, 0.32], [5.33, 1.94, -0.22], [5.38, 3.20, -0.75], [6.31, 1.86, 0.73], [5.69, 1.07, -1.23], [2.94, 2.52, 0.23], [1.65, 2.18, 0.67], [-0.46, -0.78, 1.82], [-1.71, -0.73, 1.17], [-1.44, -0.85, -0.31], [-2.59, -1.90, 1.59], [-2.25, 0.77, 1.51], [-3.15, 1.41, 0.46], [-2.91, 0.75, 2.87], [-1.05, 1.53, 1.55], [-0.08, 2.15, 4.42], [-0.14, 1.27, 8.04], [0.58, 2.79, 7.42], [-1.17, 2.50, 7.26], [0.47, -0.69, 6.60], [0.76, -1.36, 4.08], [2.31, -0.92, 1.89], [4.58, -0.35, 1.02], [3.11, 3.50, -0.21], [0.84, 2.88, 0.53], [-2.35, -0.75, -0.92], [-0.75, -0.03, -0.54], [-0.93, -1.79, -0.56], [-3.53, -1.88, 1.02], [-2.07, -2.83, 1.36], [-2.80, -1.88, 2.66], [-4.03, 0.77, 0.24], [-3.51, 2.38, 0.83], [-2.62, 1.61, -0.48], [-3.88, 0.24, 2.80], [-2.27, 0.23, 3.60], [-3.07, 1.78, 3.23]], "mulliken_charge": [-0.105, -0.083, -0.480, -0.288, 1.201, -0.084, -0.568, -0.580, 0.986, -0.330, -0.663, 0.067, -0.136, -0.701, -0.242, -0.453, -0.750, 0.459, 0.355, 0.494, 0.135, 0.377, 0.376, 0.428, 0.427, 0.327, 0.435, 0.452, -1.219, 0.587, -0.680, -0.942, 0.107, 1.868, 0.295, -0.521, -1.332, 0.402, 0.707, -0.295, -0.270, -0.227, -0.875, -0.488, -0.618, 1.462, -0.925, -2.001, 1.958, -1.840, -1.948, -0.686, -0.293, 0.334, 0.264, 0.272, 0.302, 0.407, 0.407, 0.433, 0.518, 0.574, 0.318, -0.886, 0.571, 0.295, 0.443, 0.413, 0.268, 0.490, 0.224, 0.378, 0.297, 0.397]}

Entry 5:
{"formula": "C5H9NO", "method": "the ωB97M-V functional and the def2-TZVPD basis", "gap_ev": [8.05, 8.05], "relative_energy_kcal_mol": 168.5, "e_homo_ev": [-8.061, -8.062], "mol_weight_g_mol": 99.13, "symbols": ["C", "N", "C", "C", "C", "O", "C", "H", "H", "H", "H", "H", "H", "H", "H", "H"], "coordinates": [[1.51, 0.06, -1.87], [0.96, 0.26, -0.54], [0.96, -0.73, 0.58], [-0.24, -0.44, -0.34], [-1.21, -0.17, 0.65], [-1.73, -1.28, 1.05], [-1.35, 1.17, 1.30], [2.39, 0.70, -2.00], [0.76, 0.36, -2.61], [1.78, -0.99, -2.04], [-0.46, -1.97, 0.90], [1.14, -0.16, 1.50], [-0.42, -1.33, -0.95], [-1.73, 1.07, 2.32], [-0.36, 1.63, 1.31], [-2.01, 1.82, 0.72]], "mulliken_charge": [-0.838, -0.104, -0.643, -0.375, 0.805, -0.596, -1.172, 0.291, 0.321, 0.330, 0.442, 0.236, 0.304, 0.337, 0.349, 0.312]}

Entry 6:
{"formula": "C5H23NO5", "method": "the ωB97M-V functional and the def2-TZVPD basis", "gap_ev": [10.73, 4.85], "relative_energy_kcal_mol": 62.5, "charge": 1, "e_homo_ev": [-13.984, -13.981], "mol_weight_g_mol": 177.24, "spin_multiplicity": 2, "symbols": ["C", "C", "C", "C", "C", "N", "H", "H", "H", "H", "H", "H", "H", "H", "H", "H", "H", "H", "H", "H", "H", "O", "H", "H", "O", "H", "H", "O", "H", "H", "O", "H", "H", "O"], "coordinates": [[-0.04, 3.84, 1.25], [0.23, 2.35, 1.01], [-1.08, 1.62, 0.63], [-1.60, 1.83, -0.73], [-1.65, 0.76, -1.77], [-1.88, -0.62, -1.41], [-0.42, 4.27, 0.30], [0.91, 4.35, 1.27], [-0.54, 3.91, 2.19], [0.84, 2.20, 0.10], [0.74, 1.77, 1.82], [-1.86, 1.94, 1.35], [-0.81, 0.56, 0.93], [-1.00, 2.73, -1.08], [-2.59, 2.27, -0.72], [-0.74, 0.75, -2.38], [-2.43, 1.15, -2.49], [-1.31, -0.95, -0.63], [-2.83, -0.63, -1.00], [1.40, -2.46, 0.93], [0.83, -2.29, -0.41], [0.52, -2.19, 0.50], [-1.23, -1.89, 1.31], [-1.69, -2.25, 2.69], [-1.98, -1.82, 1.88], [2.33, 0.23, -1.19], [0.98, 0.06, -0.42], [1.95, -0.02, -0.37], [2.82, -1.43, 0.47], [3.50, -1.26, 1.85], [3.08, -1.88, 1.26], [0.70, -3.09, -2.51], [1.46, -1.73, -2.90], [1.25, -2.36, -2.23]], "mulliken_charge": [-1.261, -0.763, -0.122, -0.405, -0.754, 0.051, 0.323, 0.394, 0.386, 0.390, 0.364, 0.411, 0.036, 0.284, 0.447, 0.303, 0.422, 0.038, 0.437, 0.387, 0.326, -0.696, 0.330, 0.322, -0.619, 0.277, 0.248, -0.555, 0.388, 0.306, -0.660, 0.301, 0.284, -0.618]}